No. 1
Here is a molecular structure, C30H21Cl2F9IrN4O3P at a distorted geometry from the OMol25 dataset. Energies are from ωB97M-V with the def2-TZVPD basis set.

XYZ file:
```
71
Properties=species:S:1:pos:R:3
Ir -0.56033 -0.11070 -0.19362
Cl -4.61883 5.22400 -1.44482
C -3.42523 4.18640 -0.79142
C -3.16813 2.97310 -1.38522
C -2.21103 2.10950 -0.83792
N -1.89023 0.87620 -1.28182
C -2.36243 0.28730 -2.45792
O -3.12783 0.84200 -3.24212
C -1.80363 -1.04420 -2.64072
C -2.17083 -1.85260 -3.72662
C -1.65553 -3.12200 -3.82122
C -0.76293 -3.57460 -2.83732
C -0.41743 -2.71840 -1.81542
N -0.91123 -1.49250 -1.71312
C -1.47893 2.52280 0.34978
C -1.73923 3.78260 0.90278
C -2.70513 4.59460 0.35588
Cl -3.04543 6.11360 1.06648
N -0.61263 1.59840 0.81828
C 0.23187 1.77630 1.91168
O 0.30517 2.80880 2.56958
C 1.05397 0.59210 2.14018
C 1.90847 0.48760 3.24368
C 2.68267 -0.63840 3.38408
C 2.61987 -1.63670 2.40318
C 1.75207 -1.47250 1.34548
N 0.98187 -0.40210 1.21938
H -3.70613 2.65790 -2.26672
H -2.86103 -1.45470 -4.45402
H -1.93463 -3.77570 -4.63122
H -0.35793 -4.57240 -2.85952
H 0.25307 -3.02350 -1.02642
H -1.17783 4.09000 1.77208
H 1.92467 1.29570 3.95888
H 3.33427 -0.76120 4.23448
H 3.21987 -2.52740 2.46648
H 1.65017 -2.22450 0.57528
F -0.15873 -1.99830 3.60158
C -1.43913 -1.96640 3.21158
F -1.75243 -0.67630 3.05948
F -2.15493 -2.42900 4.24118
C -1.64473 -2.75280 1.87968
O -0.95223 -2.26590 0.86878
C -1.17153 -4.22070 2.10808
F -1.73353 -4.85330 3.14158
F 0.15147 -4.25550 2.30958
F -1.39883 -4.96110 1.02098
C -3.17373 -2.76870 1.57018
F -3.91573 -3.41180 2.47938
F -3.65983 -1.52770 1.47708
F -3.40673 -3.35370 0.39358
C 2.50397 -0.73320 -2.65292
P 1.44987 0.52880 -1.83662
C 1.04387 1.64870 -3.23182
C 2.57117 1.47810 -0.78112
C 2.18557 2.76220 -0.39862
C 2.89027 3.44180 0.57548
C 3.97597 2.83900 1.19078
C 4.36777 1.56440 0.81388
C 3.66777 0.88220 -0.16382
H 2.82097 -1.47900 -1.92772
H 3.37477 -0.26880 -3.11272
H 1.90527 -1.23370 -3.41252
H 1.93657 2.12780 -3.63332
H 0.34457 2.40660 -2.88792
H 0.55117 1.06490 -4.00762
H 1.32437 3.22070 -0.86462
H 2.58467 4.43650 0.86178
H 4.50647 3.35760 1.97448
H 5.22207 1.09860 1.28378
H 3.96977 -0.11650 -0.44202
```

Computed properties:
E_tot in eV: -105184.0633
Energy relative to the best compared isomer or geometry (same formula, charge and spin) in kJ/mol: 96.7
2S+1: 5
HOMO level (spin up / spin down) in eV: -5.23 / -8.67

No. 2
Here is 2 unconnected molecules or ions with the total composition C7H6ClNO2S at a distorted geometry from the OMol25 dataset. Energies are from ωB97M-V with the def2-TZVPD basis set.

XYZ file:
```
18
Properties=species:S:1:pos:R:3
C 2.30240 0.84857 -0.45727
C 2.00802 0.63391 0.89045
C 1.39954 0.45343 -1.43329
C 0.84194 0.01095 1.25244
C 0.21047 -0.15344 -1.08836
C -0.09165 -0.42017 0.27176
C -1.24076 -1.08839 0.70439
N -2.25259 -1.62999 -0.09305
O -3.00912 -2.41547 0.46379
O -2.33635 -1.32688 -1.27546
S -2.78591 1.84744 0.71151
Cl -1.36816 2.27893 -0.58391
H 3.22722 1.32458 -0.73535
H 2.70537 0.94927 1.64977
H 1.62923 0.62056 -2.47384
H 0.61788 -0.16254 2.29387
H -0.48349 -0.46648 -1.85139
H -1.37406 -1.30430 1.75396
```

Computed properties:
E_tot in eV: -36293.2972
Energy relative to the best compared isomer or geometry (same formula, charge and spin) in kJ/mol: 344.7
2S+1: 1
HOMO level (spin up / spin down) in eV: -8.19 / -8.18

No. 3
Here is a molecular structure, C13H11AgBrO2 from the OMol25 dataset. Energies are from ωB97M-V with the def2-TZVPD basis set.

XYZ file:
```
28
Properties=species:S:1:pos:R:3
C -2.89341 1.59785 2.55668
C -1.79209 2.00177 1.57743
C -0.41222 1.41938 1.95564
Br 0.76050 2.74463 2.75099
C 0.23908 0.73921 0.77414
C 1.04780 1.42848 -0.13582
C 1.60741 0.79692 -1.25408
C 1.33193 -0.56347 -1.44511
C 0.52463 -1.25779 -0.54153
C -0.01624 -0.61809 0.57102
C 0.27123 -2.70172 -0.83075
O 0.17801 -3.51855 0.03714
C 0.21680 -3.03451 -2.28101
C 0.99491 -2.36622 -3.13832
C 1.86433 -1.30316 -2.62297
O 2.97707 -1.06432 -3.03982
H -2.73493 0.59499 2.94311
H -3.86145 1.61711 2.06646
H -2.93964 2.28942 3.39237
H -1.74413 3.08306 1.51365
H -2.04237 1.62703 0.58688
H -0.56559 0.66114 2.71523
H 1.22187 2.48083 0.03719
H 2.19685 1.35789 -1.96804
H -0.63000 -1.18745 1.25488
H -0.42550 -3.83160 -2.61835
H 1.00458 -2.61399 -4.18907
Ag 3.62055 -0.37888 -0.66794
```

Computed properties:
E_tot in eV: -91788.1654
2S+1: 1
Charge: +1
HOMO level in eV: -13.20

No. 4
Here is a molecular structure, C4H7Br2 at a distorted geometry from the OMol25 dataset. Energies are from ωB97M-V with the def2-TZVPD basis set.

XYZ file:
```
13
Properties=species:S:1:pos:R:3
Br -2.75535 -2.06966 0.51220
Br -1.22409 2.43661 0.81026
C 1.20104 1.41577 -0.60975
C 0.25238 0.49835 0.11615
C -0.10467 -0.73319 -0.30761
C -0.77297 -1.82697 0.45025
H 1.65082 2.02612 0.16517
H 2.10517 0.97334 -1.01970
H 0.63378 2.00495 -1.36413
H -0.00722 0.86453 1.19335
H 0.13627 -1.02890 -1.32491
H -0.67755 -2.75226 -0.13041
H -0.43761 -1.80869 1.50914
```

Computed properties:
E_tot in eV: -144343.7832
Energy relative to the best compared isomer or geometry (same formula, charge and spin) in kJ/mol: 66.1
2S+1: 2
HOMO level (spin up / spin down) in eV: -9.65 / -9.86

No. 5
Here is a molecular structure, C18H37BBr2FNO7PPdS2Si at a distorted geometry from the OMol25 dataset. Energies are from ωB97M-V with the def2-TZVPD basis set.

XYZ file:
```
72
Properties=species:S:1:pos:R:3
C 2.22596 3.69353 -0.03009
C 0.88381 4.02209 -0.70170
S 0.39503 2.91709 -1.94862
C 0.81147 1.40368 -1.48378
B -0.78367 0.47885 -1.13570
C -1.46960 0.42911 -2.61356
C -0.96659 -0.77345 -3.30016
O 0.00855 -0.82972 -3.97173
F -1.68700 -1.84539 -3.05428
O -0.61240 -0.82023 -0.63499
C -0.72213 -0.84568 0.75429
O 0.50145 -0.51569 1.37492
C 1.74140 -0.95936 0.81101
C 2.85519 -0.07856 1.35349
N 3.64818 0.44809 0.24162
C 4.44811 -0.56407 -0.47027
C 4.21917 -0.70594 -1.98964
C 3.46987 -1.97573 -2.37389
O 3.53726 0.44870 -2.49358
C -1.27025 -2.23320 1.14243
Br -1.91597 -2.16434 2.96590
C -0.35940 -3.46109 1.06608
C -1.07137 -4.73684 1.50228
Br 0.28602 -3.74977 -0.74170
C -1.66534 0.41463 1.02499
Si -3.62017 0.24004 0.78145
C -4.51358 -0.12485 2.38704
C -4.01312 -1.11254 -0.47063
C -4.27854 1.84491 0.08850
P -1.24745 1.48704 2.48005
O 0.14054 2.15881 2.04188
O -0.90477 0.57563 3.71014
S -2.55576 2.82098 2.91616
O -1.28662 1.26057 -0.08804
H 2.04352 2.99662 0.77612
H 2.70194 4.57289 0.43007
H 2.89001 3.21536 -0.74051
H 0.07125 4.17842 0.01467
H 0.98128 5.03587 -1.31670
H 1.43428 1.36161 -0.60052
H 1.17784 0.82889 -2.33416
H -1.15922 1.25326 -3.24728
H -2.55041 0.46213 -2.53117
H 1.71632 -0.84568 -0.26486
H 1.92449 -2.00770 1.00551
H 3.45379 -0.64633 2.06930
H 2.41814 0.74635 1.90667
H 4.29452 1.11787 0.63017
H 4.30492 -1.53682 -0.00878
H 5.49193 -0.30518 -0.32702
H 5.19603 -0.73455 -2.46769
H 2.39989 -1.78069 -2.35747
H 3.71366 -2.26903 -3.38981
H 3.67774 -2.79829 -1.70186
H 3.38577 0.26850 -3.42867
H -2.14202 -2.43874 0.53794
H 0.48660 -3.30287 1.72299
H -2.14112 -4.67110 1.33260
H -0.90157 -4.92171 2.55596
H -0.69789 -5.58579 0.94779
H -4.85787 -1.15233 2.41301
H -3.90743 0.08257 3.25960
H -5.38083 0.52669 2.43380
H -4.57728 -0.68680 -1.29375
H -3.14573 -1.60162 -0.90346
H -4.62016 -1.88674 -0.01293
H -3.50979 2.50348 -0.30101
H -4.83506 2.38308 0.84439
H -4.94956 1.61362 -0.73471
H 0.21836 2.92571 2.63151
H -0.33420 -0.17799 3.49757
Pd 1.49961 6.12970 -0.18712
```

Computed properties:
E_tot in eV: -220878.3384
2S+1: 1
Charge: +1
HOMO level in eV: -11.53

No. 6
Here is 2 unconnected molecules or ions with the total composition C5H9N from the OMol25 dataset. Energies are from ωB97M-V with the def2-TZVPD basis set.

XYZ file:
```
15
Properties=species:S:1:pos:R:3
C 0.33887 -2.35348 -0.42872
C 0.10717 -1.67777 -1.54437
C 0.53799 -0.84448 1.25709
N 0.02562 -1.93782 0.88303
H 0.70124 -3.37449 -0.48330
H -0.28909 -0.66893 -1.55460
H 0.28300 -2.09266 -2.52588
H 0.25529 -0.51472 2.25112
H 1.19628 -0.22154 0.65549
C -0.68069 3.48539 -0.54890
C -0.38434 2.74353 0.50698
H 0.00123 3.53332 -1.38671
H -1.58622 4.07475 -0.60007
H 0.56785 2.22800 0.58608
H -1.02607 2.53107 1.35390
```

Computed properties:
E_tot in eV: -6818.4620
Energy relative to the best compared isomer or geometry (same formula, charge and spin) in kJ/mol: 244.4
2S+1: 1
SMILES: C=CN=C.C=C
HOMO level in eV: -9.37